The following is a quantum chemistry calculation of C23H35B2NNaO19 as an isolated structure, from the Open Molecules 2025 dataset.

The geometry in XYZ format:
```
81
Properties=species:S:1:pos:R:3:forces:R:3
Na 0.2060 0.7773 0.2487 -0.12 0.18 1.26
O 0.2370 -7.6783 -0.8270 -1.37 4.48 3.33
C 0.0490 -6.7477 0.0374 0.76 -4.23 -3.38
O -0.6795 -5.6500 -0.0124 0.44 -0.71 -0.32
B -0.4542 -4.9002 1.2741 -0.83 -0.90 -1.15
O 0.5704 -5.6223 1.9686 -0.66 1.17 1.15
C 0.8077 -6.7425 1.3532 3.80 -2.33 -0.20
O 1.7246 -7.5095 1.6398 -2.33 1.26 -0.34
O -1.7420 -4.7728 1.9314 0.38 1.93 0.02
C -2.0333 -3.4492 1.9735 -3.56 -1.20 3.16
O -2.9743 -3.0290 2.6505 2.35 -0.21 -2.16
C -0.9883 -2.6642 1.2238 0.91 1.50 -0.24
O -0.0497 -3.5443 0.8913 -0.12 2.29 -0.06
O -0.9956 -1.4320 1.0498 0.49 -2.42 -0.19
O 1.6282 3.1618 0.9565 -2.09 0.86 0.82
C 0.7556 3.5841 1.7298 1.99 -2.99 -0.99
O -0.0121 2.7661 2.4505 0.61 -0.11 -0.96
B -0.7689 3.5169 3.4378 -0.45 0.53 0.67
O -0.4359 4.9255 3.1079 0.77 0.53 -0.78
C 0.5036 4.9945 2.1341 -0.83 0.95 1.62
O 1.0928 5.9557 1.7390 -0.39 -0.17 -0.06
O -2.1866 3.2567 3.4084 -2.13 -0.13 0.69
C -2.6893 3.1002 4.6847 -2.97 -1.05 0.79
O -3.8538 2.8582 5.0639 4.10 1.09 -2.16
C -1.4566 3.1633 5.5971 -0.88 0.91 6.05
O -0.4350 3.1732 4.8243 2.51 0.21 -0.52
O -1.4296 3.2684 6.8767 -0.34 -0.78 -5.68
C -3.7953 1.2610 1.3134 0.81 -0.57 -0.96
C -3.0063 1.3208 -0.0448 -4.74 0.28 0.29
C -3.8836 1.9621 -1.1190 -0.01 -0.16 -1.05
O -1.8806 2.1176 0.1248 1.32 -0.49 -0.09
H -4.7639 0.7903 1.1449 0.29 -0.55 0.17
H -4.0508 2.1846 1.8328 0.54 0.41 -0.31
H -3.0738 0.6817 1.8895 -0.76 -0.21 0.82
H -2.9480 0.2654 -0.3110 1.38 0.00 -0.06
H -4.1294 3.0096 -0.9445 0.18 0.03 0.25
H -4.8194 1.4560 -1.3561 -0.11 -0.27 0.60
H -3.3678 1.8989 -2.0771 0.37 0.32 -0.23
H -2.2864 2.7018 0.7695 0.98 0.87 0.54
C 3.2580 -1.0117 3.5158 -0.22 -2.06 -0.26
C 1.8606 -0.6220 3.1594 1.41 0.41 0.17
C 1.1820 -0.0917 4.3597 -1.85 -1.57 0.94
O 1.9546 0.4515 2.2155 -0.33 -0.42 -0.66
H 3.5970 -1.5421 2.6260 1.13 0.51 -0.01
H 3.1534 -1.8171 4.2429 0.27 0.04 0.32
H 3.8738 -0.2274 3.9561 0.08 0.05 -0.41
H 1.3851 -1.4866 2.6962 -0.31 0.22 -0.02
H 1.4108 -0.6854 5.2447 0.55 0.20 0.14
H 0.1629 -0.4457 4.2038 -0.76 1.33 0.29
H 1.3425 0.9681 4.5578 -0.36 -0.10 -0.12
H 2.4707 1.0205 2.7912 0.08 1.13 -0.82
C 0.2844 -1.8362 -4.3971 -2.04 1.45 -0.95
C 0.9522 -1.2522 -3.1738 2.37 -0.66 0.63
C 2.4702 -1.1850 -3.6134 -0.36 -0.21 -0.01
C 2.8197 -0.0515 -4.5093 0.22 0.12 -1.29
C 2.3663 1.2485 -3.9539 -0.59 -0.46 0.34
C 0.8682 1.2802 -3.4563 0.52 3.16 0.98
N 0.3666 0.1184 -2.7642 0.17 -1.75 -1.51
O -1.0045 0.0639 -2.3127 3.24 0.41 -0.71
C 0.7804 2.5912 -2.4194 0.83 -2.47 -0.41
C -0.0388 1.6450 -4.6434 -1.31 0.54 -0.41
C 0.9510 -2.1665 -1.9903 -0.52 -1.06 1.28
H 0.5775 -2.8200 -4.7635 0.30 -0.02 0.86
H 0.4525 -1.1583 -5.2339 0.16 -0.06 -0.17
H -0.7991 -1.8219 -4.2784 -0.21 -0.43 0.07
H 3.1774 -1.2902 -2.7907 -0.29 0.38 0.35
H 2.6221 -2.0901 -4.2015 -0.13 -0.23 0.28
H 2.4473 -0.1410 -5.5299 -0.07 -0.54 -0.07
H 3.9043 0.0315 -4.5785 0.04 -0.28 -0.30
H 2.3870 1.9840 -4.7581 0.27 0.31 0.47
H 3.1804 1.3773 -3.2406 -0.87 1.19 0.85
H 1.5182 2.3165 -1.6655 -0.11 0.25 0.40
H 1.2220 3.4562 -2.9144 -0.65 0.00 -0.16
H -0.2121 2.6544 -1.9733 0.02 0.49 -0.29
H -0.2256 0.8705 -5.3873 0.21 -0.20 0.18
H -0.9973 2.0486 -4.3172 -0.31 -0.49 0.37
H 0.2964 2.5284 -5.1869 0.79 -0.19 0.16
H 1.7034 -2.9475 -2.0998 0.08 0.09 -0.31
H 0.0390 -2.7304 -1.7944 -0.29 0.36 -0.13
H 1.2248 -1.6732 -1.0577 -0.01 0.19 0.02
H -1.3701 0.0291 -3.1997 -1.43 0.04 -0.43
```
Forces are in eV/Å.

Computed properties:
⟨S²⟩ = 0.755
2S+1 = 2
Frontier orbital gap (spin up / spin down) = 8.08 / 3.44 eV
LUMO (spin up / spin down) = -0.0542 / -0.2246 hartree
Net charge = 0
HOMO energy (spin up / spin down) = -9.55 / -9.55 eV
F_max = 6.18 eV/A
Energy above the lowest of the compared OMol25 structures with the same formula, charge and spin = 2.000 eV

---

The following is a quantum chemistry calculation of C23H35N2O4PSn as an isolated structure, from the Open Molecules 2025 dataset.

The geometry in XYZ format:
```
66
Properties=species:S:1:pos:R:3:forces:R:3
Sn 0.0206 0.5429 -0.3841 -0.11 -0.39 -0.17
C -2.0614 -0.7317 -0.5660 -4.85 -2.31 1.43
O -3.0521 -1.2249 -0.2673 3.30 1.58 -1.11
C -0.6466 2.8409 -0.3470 -0.46 4.95 2.71
O -0.7129 3.8252 0.2454 0.19 -3.74 -2.47
C 2.2903 0.0440 -0.9472 6.74 -2.17 -0.05
O 3.3512 -0.4157 -0.9968 -4.52 1.99 0.35
C -1.7482 0.2426 -3.8808 -0.45 0.11 1.31
P -0.0796 -0.1743 -3.1823 -0.35 0.16 -3.02
H 0.4589 -1.7476 -4.8780 -0.08 0.40 0.24
H -2.3770 -0.5590 -3.4593 0.06 0.18 -0.10
C 1.1092 0.8769 -4.1446 0.66 0.44 0.75
H 0.6423 0.9659 -5.1381 -0.21 -0.18 0.30
C -1.8434 0.1515 -5.4066 0.26 -0.12 -0.49
H -1.4047 -0.7578 -5.8311 -0.09 0.17 0.10
H -1.3919 1.0201 -5.9010 -0.05 -0.16 0.17
H -2.9076 0.1497 -5.6787 0.20 0.00 0.15
C -2.2936 1.5909 -3.3877 -0.36 0.02 -0.41
H -1.9032 2.4234 -3.9930 -0.13 -0.23 0.30
C 1.3887 -2.5690 -3.0974 0.22 -0.35 0.07
H -2.0890 1.7959 -2.3274 -0.06 -0.04 -0.06
H -3.3867 1.5644 -3.5184 0.35 0.24 0.10
C -1.0325 -2.7815 -3.6992 -0.20 -0.04 -0.17
H 1.0075 -3.3649 -2.4407 0.17 0.25 -0.15
H 2.0440 -3.0426 -3.8431 -0.08 0.14 0.39
H 1.9922 -1.8898 -2.4813 -0.04 -0.30 -0.36
C 0.2078 -1.8891 -3.8149 -0.02 -0.66 0.98
H -0.7300 -3.8148 -3.9174 -0.12 0.25 0.04
H -1.8327 -2.5187 -4.4003 0.18 -0.06 0.20
H -1.4311 -2.7657 -2.6753 0.03 -0.14 -0.17
C 2.4854 0.2185 -4.3228 0.02 0.00 -0.13
H 2.9487 -0.0338 -3.3610 0.00 0.09 -0.48
H 3.1405 0.9408 -4.8301 -0.13 -0.25 0.10
H 2.4312 -0.6845 -4.9462 0.13 0.29 0.24
C 1.2486 2.2902 -3.5481 -0.15 0.03 -0.26
H 0.2835 2.7990 -3.4063 0.26 -0.12 -0.09
H 1.8458 2.8909 -4.2532 -0.19 -0.06 0.41
H 1.7865 2.2740 -2.5873 0.04 0.01 -0.14
H 0.5358 -4.3647 0.4148 -0.15 0.26 0.01
H 0.1250 -3.7349 0.4434 0.15 -0.23 -0.02
C 1.1733 0.4796 6.4723 -0.01 0.13 0.78
N 1.3220 0.4684 5.0333 0.42 0.58 0.52
N 0.2797 0.4081 4.1734 -1.63 -0.60 0.67
C 0.7606 0.5702 2.8953 2.25 0.02 -0.37
O -0.0219 0.6071 1.8766 -0.67 -0.15 -0.89
C 2.1693 0.7301 3.0100 -1.73 -0.01 -0.96
C 2.4630 0.6985 4.3577 0.27 -0.02 0.51
C 3.7644 0.9000 5.0508 0.61 -0.02 -0.31
C -1.0676 0.1610 4.5809 1.52 0.42 -0.43
C -1.6995 0.9741 5.5295 -1.32 0.29 1.16
C -3.0605 0.7655 5.7838 1.57 1.18 0.67
C -3.8018 -0.1525 5.0252 -0.55 0.14 0.01
C -3.1314 -0.9660 4.0988 1.19 -0.64 -0.91
C -1.7490 -0.8835 3.9460 -1.70 -0.79 -0.78
H 0.7107 1.4110 6.8197 0.41 -0.13 -0.05
H 2.1923 0.3948 6.8683 -0.51 0.00 0.11
H 0.5618 -0.3515 6.8356 0.19 -0.09 -0.21
H 2.8103 0.8813 2.1507 0.15 0.04 0.43
H 3.8075 1.8420 5.6234 -0.24 -0.27 -0.23
H 4.0348 0.0843 5.7395 -0.23 0.15 -0.27
H 4.5411 0.9523 4.2765 -0.13 -0.01 0.33
H -1.1408 1.7579 6.0505 -0.44 -0.27 -0.27
H -3.5520 1.3644 6.5529 0.10 -0.10 -0.30
H -4.8932 -0.2070 5.1561 0.57 -0.11 -0.06
H -3.7069 -1.6487 3.4821 0.13 -0.23 0.31
H -1.1856 -1.6240 3.3679 -0.35 0.43 0.02
```
Forces are in eV/Å.

Computed properties:
2S+1 = 1
Frontier orbital gap (spin up / spin down) = 5.26 / 5.11 eV
LUMO (spin up / spin down) = -0.5652 / -0.5677 hartree
Net charge = +4
HOMO energy (spin up / spin down) = -20.64 / -20.55 eV
F_max = 7.08 eV/A

---

The following is a quantum chemistry calculation of a single C23H35N3O3 molecule, from the Open Molecules 2025 dataset.

The geometry in XYZ format:
```
64
Properties=species:S:1:pos:R:3:forces:R:3
C -1.7487 -2.3470 2.9714 -0.05 -0.06 0.10
C -1.4925 -1.3739 1.8271 0.17 -0.09 0.08
C -2.2710 -0.0873 2.0721 -0.11 0.15 0.03
C 0.0223 -1.1025 1.7242 -0.31 -0.05 0.05
C 0.3827 -0.3236 0.4681 0.20 0.34 0.12
C 1.8900 -0.1193 0.3631 -0.03 -0.11 -0.03
O 2.6584 -0.8201 1.0044 0.02 -0.13 -0.10
N 2.3317 0.8267 -0.5137 -0.09 0.28 0.25
C 1.4931 1.8938 -1.0580 -0.27 -0.25 -0.17
C 1.2426 3.0685 -0.1109 -0.07 0.11 0.02
C 2.3622 3.3658 0.8822 0.00 0.02 0.10
C 3.7754 3.3564 0.2986 -0.08 0.18 -0.11
C 4.4852 1.9997 0.2015 0.13 0.07 0.04
C 5.8568 2.2349 -0.4327 0.13 -0.01 -0.04
C 4.6985 1.4210 1.5991 0.00 -0.02 0.16
C 3.7633 0.9931 -0.6985 0.16 -0.35 -0.24
C -0.1544 -1.0783 -0.7446 0.15 -0.11 -0.16
N -1.5932 -1.2359 -0.6325 -0.06 -0.14 0.01
C -2.3679 -0.2583 -1.1814 0.01 0.27 -0.15
O -1.8816 0.7097 -1.7463 -0.05 -0.03 0.01
C -3.8460 -0.4464 -1.1694 0.17 -0.23 -0.17
N -4.7113 0.6357 -1.1104 0.17 0.31 0.23
C -5.8740 0.1259 -1.2544 0.05 -0.21 -0.01
O -5.8737 -1.2128 -1.4385 -0.28 -0.06 -0.06
C -4.5582 -1.5775 -1.3966 -0.08 0.24 -0.04
C -4.2522 -2.9848 -1.6549 -0.05 -0.09 0.21
C -4.5126 -3.5460 -3.0251 -0.07 -0.10 -0.18
C -3.1086 -3.3489 -2.5513 0.19 -0.05 -0.07
C -1.9605 -2.0335 0.5267 0.06 -0.24 -0.06
H -1.2253 -3.2920 2.8094 0.01 0.00 0.00
H -1.4011 -1.9319 3.9197 0.01 0.01 -0.02
H -2.8160 -2.5631 3.0764 0.02 0.01 -0.02
H -2.1038 0.6613 1.2959 -0.02 0.00 0.01
H -3.3466 -0.2816 2.1101 0.02 -0.01 0.01
H -1.9789 0.3562 3.0268 0.01 0.00 -0.01
H 0.3512 -0.5599 2.6123 0.08 -0.04 0.05
H 0.5492 -2.0597 1.7063 0.09 0.04 0.06
H -0.0897 0.6611 0.5123 -0.07 -0.06 -0.14
H 1.9678 2.2275 -1.9815 0.17 0.06 0.09
H 0.5278 1.5004 -1.3726 -0.03 -0.11 -0.02
H 1.0479 3.9548 -0.7218 0.03 -0.03 -0.03
H 0.3169 2.8930 0.4448 0.02 0.00 0.02
H 2.1700 4.3547 1.3056 -0.01 -0.02 0.03
H 2.3031 2.6738 1.7267 0.02 -0.02 -0.06
H 3.7580 3.8352 -0.6901 0.00 -0.05 0.01
H 4.4075 3.9945 0.9240 0.03 -0.01 -0.03
H 6.4174 1.3002 -0.5156 -0.02 0.01 0.00
H 5.7649 2.6620 -1.4349 -0.02 0.00 0.02
H 6.4487 2.9246 0.1723 -0.01 -0.01 0.01
H 5.2174 0.4631 1.5455 0.00 0.00 -0.02
H 5.3012 2.1066 2.2018 -0.01 0.01 -0.02
H 3.7635 1.2393 2.1260 0.01 -0.03 -0.02
H 4.2341 0.0168 -0.5650 -0.06 0.03 0.05
H 3.9153 1.2629 -1.7485 -0.05 0.15 0.03
H 0.0840 -0.6007 -1.6884 -0.03 0.17 -0.02
H 0.2888 -2.0803 -0.7678 -0.01 0.02 0.07
H -6.8302 0.6191 -1.2509 -0.03 0.02 0.00
H -4.4565 -3.6495 -0.8230 0.02 -0.06 0.00
H -4.9068 -4.5487 -3.0914 0.02 -0.06 0.07
H -4.8968 -2.8767 -3.7805 0.03 0.10 0.01
H -2.5314 -2.5465 -2.9850 -0.05 0.09 -0.02
H -2.5188 -4.2146 -2.2886 -0.04 -0.07 0.04
H -1.4603 -3.0039 0.4181 -0.04 0.02 0.03
H -3.0284 -2.2331 0.5523 -0.06 0.17 0.00
```
Forces are in eV/Å.

Computed properties:
SMILES = CC1(C)C[C@@H](C(=O)N2CCCCC(C)(C)C2)CN(C(=O)c2ncoc2C2CC2)C1
2S+1 = 1
Frontier orbital gap = 9.59 eV
LUMO = 0.0244 hartree
Net charge = 0
HOMO energy = -8.92 eV
F_max = 0.45 eV/A
Energy above the lowest of the compared OMol25 structures with the same formula, charge and spin = 1.090 eV